--- a ---
The following is a quantum chemistry calculation of one molecule with the formula C3H5FO, from OMol25.

Calculated values
LUMO (eV): 0.85
HOMO-LUMO gap (eV): 10.65
SMILES: OC/C=C\F

Element x y z (Å)
O  -1.597  -0.786  -0.544
C  -0.922  0.099  0.396
C  0.371  0.663  -0.154
C  1.595  0.136  -0.253
F  1.699  -1.150  0.082
H  -1.523  -1.689  -0.105
H  -1.621  0.947  0.504
H  -0.875  -0.413  1.341
H  0.448  1.696  -0.532
H  2.426  0.497  -0.736


--- b ---
The following is a quantum chemistry calculation of one molecule with the formula C3H5FO, from OMol25.

Calculated values
LUMO (eV): 0.98
HOMO-LUMO gap (eV): 11.67
SMILES: C[C@]1(F)CO1

Element x y z (Å)
C  0.494  0.738  -0.453
C  -0.887  0.280  -0.065
F  -1.706  1.315  0.401
C  -0.975  -1.116  0.451
O  -1.582  -0.783  -0.820
H  0.528  1.413  -1.415
H  1.021  -0.118  -0.725
H  1.017  1.343  0.296
H  0.041  -1.564  0.492
H  -1.494  -1.274  1.358


Most stable: a. Least stable: b.


--- a ---
The following is a quantum chemistry calculation of C39H28BrN4O6Ti as an isolated structure, from OMol25.

Calculated values
LUMO (eV): 2.44
Charge: -1
HOMO-LUMO gap (eV): 7.58

Element x y z (Å)
Ti  -0.082  0.423  -0.155
C  0.811  -3.269  1.592
O  1.931  -2.904  2.397
C  2.253  -1.611  2.650
C  3.262  -1.425  3.585
C  3.684  -0.158  3.972
C  3.089  0.960  3.429
C  2.088  0.809  2.466
C  1.380  1.985  2.010
N  0.413  1.961  1.169
N  -0.335  3.119  1.018
C  -1.456  2.784  0.447
O  -1.785  1.576  0.135
C  -2.413  3.870  0.109
C  -2.038  5.209  0.157
C  -2.947  6.194  -0.192
C  -4.233  5.850  -0.590
C  -4.607  4.516  -0.644
C  -3.698  3.527  -0.298
C  1.687  -0.469  2.045
O  0.759  -0.577  1.110
H  0.742  -4.351  1.702
H  0.972  -3.005  0.546
H  -0.105  -2.803  1.957
H  3.716  -2.315  3.999
H  4.478  -0.057  4.698
H  3.385  1.953  3.732
H  1.601  2.941  2.490
H  -1.033  5.456  0.465
H  -2.651  7.233  -0.157
H  -4.939  6.623  -0.862
H  -5.605  4.244  -0.960
H  -3.961  2.480  -0.348
O  5.327  -0.166  0.713
C  5.164  -1.486  0.541
C  6.127  -2.351  1.067
C  6.001  -3.716  0.906
C  4.913  -4.251  0.223
C  3.954  -3.395  -0.288
C  4.058  -2.015  -0.146
C  2.992  -1.095  -0.660
O  3.097  0.148  -0.412
N  2.006  -1.661  -1.325
N  1.089  -0.656  -1.688
C  1.005  -0.420  -2.943
C  0.141  0.606  -3.508
C  -0.263  0.547  -4.842
C  -1.074  1.530  -5.377
C  -1.469  2.599  -4.570
C  -1.061  2.691  -3.254
C  -0.252  1.691  -2.705
O  0.187  1.775  -1.464
H  4.520  0.241  0.263
H  6.963  -1.920  1.600
H  6.756  -4.374  1.320
H  4.810  -5.322  0.105
H  3.085  -3.780  -0.805
H  1.620  -1.029  -3.610
H  0.065  -0.286  -5.451
H  -1.393  1.474  -6.407
H  -2.103  3.374  -4.979
H  -1.356  3.523  -2.629
Br  -1.678  0.077  2.900
C  -2.897  -1.042  1.971
C  -3.910  -1.490  2.779
C  -4.913  -2.338  2.288
C  -4.866  -2.709  0.983
C  -3.831  -2.257  0.130
C  -3.877  -2.694  -1.219
C  -2.913  -2.310  -2.087
C  -1.864  -1.481  -1.630
C  -1.741  -1.004  -0.349
C  -2.781  -1.399  0.587
H  -3.928  -1.178  3.813
H  -5.700  -2.682  2.943
H  -5.620  -3.362  0.563
H  -4.695  -3.335  -1.526
H  -2.932  -2.627  -3.122
H  -1.126  -1.215  -2.376


--- b ---
The following is a quantum chemistry calculation of C39H28BrN4O6Ti as an isolated structure, from OMol25.

Calculated values
LUMO (eV): 2.39
Charge: -1
HOMO-LUMO gap (eV): 7.33

Element x y z (Å)
Ti  -0.263  0.412  -0.010
C  -1.213  4.625  -1.164
O  0.133  4.718  -1.637
C  0.508  3.772  -2.543
C  1.259  4.165  -3.629
C  1.733  3.235  -4.564
C  1.418  1.905  -4.394
C  0.677  1.487  -3.282
C  0.242  0.105  -3.173
N  -0.334  -0.346  -2.129
N  -0.908  -1.613  -2.235
C  -1.630  -1.787  -1.172
O  -1.785  -0.884  -0.249
C  -2.283  -3.110  -0.966
C  -2.075  -4.182  -1.832
C  -2.676  -5.406  -1.574
C  -3.485  -5.570  -0.452
C  -3.689  -4.503  0.412
C  -3.086  -3.276  0.156
C  0.225  2.409  -2.318
O  -0.425  2.054  -1.251
H  -1.405  5.542  -0.611
H  -1.353  3.765  -0.515
H  -1.908  4.558  -2.008
H  1.477  5.223  -3.725
H  2.320  3.565  -5.413
H  1.738  1.160  -5.115
H  0.330  -0.553  -4.032
H  -1.437  -4.036  -2.695
H  -2.510  -6.239  -2.247
H  -3.948  -6.530  -0.249
H  -4.311  -4.625  1.290
H  -3.221  -2.434  0.825
O  4.695  -1.537  -1.535
C  3.987  -2.617  -1.164
C  4.581  -3.866  -1.340
C  3.911  -5.018  -0.969
C  2.632  -4.952  -0.417
C  2.033  -3.713  -0.254
C  2.691  -2.538  -0.623
C  2.010  -1.244  -0.416
O  0.776  -1.247  0.001
N  2.673  -0.146  -0.582
N  1.851  0.909  -0.174
C  2.434  2.046  -0.074
C  1.824  3.200  0.516
C  2.532  4.416  0.541
C  2.038  5.516  1.193
C  0.805  5.399  1.866
C  0.099  4.218  1.870
C  0.582  3.082  1.179
O  -0.107  1.984  1.192
H  4.159  -0.741  -1.293
H  5.577  -3.904  -1.769
H  4.391  -5.982  -1.117
H  2.110  -5.856  -0.121
H  1.035  -3.625  0.156
H  3.464  2.109  -0.407
H  3.487  4.469  0.022
H  2.584  6.452  1.195
H  0.403  6.257  2.395
H  -0.850  4.119  2.386
Br  -3.054  1.624  0.587
C  -3.110  0.664  2.217
C  -4.301  0.749  2.873
C  -4.448  0.155  4.145
C  -3.379  -0.461  4.721
C  -2.130  -0.550  4.050
C  -1.031  -1.159  4.707
C  0.168  -1.245  4.074
C  0.309  -0.785  2.744
C  -0.715  -0.214  2.033
C  -1.963  -0.029  2.730
H  -5.126  1.287  2.421
H  -5.402  0.215  4.660
H  -3.460  -0.892  5.715
H  -1.167  -1.539  5.715
H  1.019  -1.691  4.578
H  1.272  -0.923  2.276


Most stable: b. Least stable: a.


--- a ---
The following is a quantum chemistry calculation of a 3-piece molecular cluster, C6H11NO3 overall, from OMol25.

Calculated values
LUMO (alpha / beta) (eV): 0.50 / 0.47
HOMO-LUMO gap (alpha / beta) (eV): 6.95 / 7.29

Element x y z (Å)
C  -0.724  -0.366  -0.771
C  -0.058  0.601  -0.035
C  -0.085  0.738  1.458
C  3.047  -0.232  -0.527
C  -2.367  1.371  -0.447
C  1.711  -0.827  -0.142
N  -1.253  -1.518  -0.262
O  -3.442  0.663  0.026
O  -2.472  2.519  -0.756
O  1.583  -1.912  0.350
H  -3.144  -0.251  0.160
H  -0.692  -0.297  -1.851
H  0.289  1.455  -0.598
H  -0.908  -1.806  0.646
H  -1.315  -2.294  -0.904
H  0.923  0.897  1.847
H  -0.696  1.601  1.726
H  -0.492  -0.137  1.963
H  3.868  -0.931  -0.337
H  3.204  0.689  0.038
H  3.023  0.036  -1.585


--- b ---
The following is a quantum chemistry calculation of one molecule with the formula C6H11NO3, from OMol25.

Calculated values
LUMO (eV): 0.59
HOMO-LUMO gap (eV): 10.54
SMILES: CC(C)[C@](N)(C=O)C(=O)O

Element x y z (Å)
C  -0.941  -1.582  -0.373
C  -0.662  -0.181  -0.703
C  -1.802  0.949  -0.267
C  0.640  0.237  0.032
N  0.305  0.494  1.458
C  1.172  1.386  -0.643
O  1.101  2.564  -0.310
C  1.767  -0.898  -0.073
O  2.225  -1.235  -1.146
O  2.227  -1.381  1.097
H  0.048  -2.135  -0.093
H  -1.654  -1.682  0.411
H  -1.392  -2.216  -1.069
H  -0.380  0.006  -1.708
H  -2.237  0.786  0.690
H  -1.396  1.935  -0.190
H  -2.701  0.891  -0.927
H  -0.657  0.821  1.626
H  0.859  1.171  1.849
H  1.803  1.189  -1.477
H  1.674  -1.118  1.816


Most stable: b. Least stable: a.